i.
ORCA calculation (ωB97M-V/def2-TZVPD) on a cluster of 2 separate species, CH4N2OS in total.

Calculated values
- E_HOMO: -0.306 Eh
- Orbital gap: 8.3028 eV
- Net charge: 0

Geometry (Å):
C 0.520 -1.902 -0.596
N -0.927 1.802 0.559
N -1.536 0.925 -0.025
O 1.752 0.178 -0.091
S 0.453 -0.467 0.146
H 1.269 -2.250 -1.204
H -0.064 1.485 1.160
H -1.191 2.832 0.464
H -0.275 -2.603 -0.412


ii.
ORCA calculation (ωB97M-V/def2-TZVPD) on a cluster of 2 separate species, CH4N2OS in total.

Calculated values
- E_HOMO: -0.296 Eh
- Orbital gap: 5.8681 eV
- Net charge: 0

Geometry (Å):
C -2.554 -0.231 0.840
N -1.662 0.681 0.703
N 2.489 -0.237 -0.314
O 1.663 0.905 -0.576
S 0.237 0.629 -1.399
H -3.245 -0.191 1.753
H -3.024 -0.832 0.086
H 2.691 -0.794 -1.207
H 3.406 0.071 0.114


iii.
ORCA calculation (ωB97M-V/def2-TZVPD) on an isolated molecule of CH4N2OS.

Calculated values
- E_HOMO: -0.315 Eh
- Orbital gap: 9.0633 eV
- Net charge: 0

Geometry (Å):
N 0.807 -1.199 0.151
C 0.130 -0.058 0.220
S -0.313 0.825 1.555
N -0.153 0.420 -1.072
O -0.249 -0.587 -2.039
H 0.973 -1.618 -0.755
H 1.193 -1.539 1.055
H -0.971 0.948 -1.064
H 0.443 -0.492 -2.684


iv.
ORCA calculation (ωB97M-V/def2-TZVPD) on an isolated molecule of CH4N2OS.

Calculated values
- E_HOMO: -0.318 Eh
- Orbital gap: 9.0892 eV
- Net charge: 0

Geometry (Å):
N -0.470 -0.967 -1.088
C -0.160 -0.206 -0.014
S -1.111 -0.068 1.396
N 1.083 0.404 -0.012
O 1.579 0.866 -1.340
H -0.088 -0.693 -1.955
H -1.376 -1.403 -1.106
H 0.980 1.147 0.744
H 2.296 0.286 -1.511


Most stable structure - iii; separation to the second - 0.169 eV.


i.
ORCA calculation (ωB97M-V/def2-TZVPD) on a cluster of 2 separate species, C3H5ClN2 in total.

Calculated values
- E_HOMO: -0.324 Eh
- Orbital gap: 9.4557 eV
- Net charge: 0

Geometry (Å):
N -1.130 3.790 0.036
C -0.499 2.758 0.099
C -0.124 1.506 -0.082
Cl -0.361 0.474 1.361
H -0.826 4.713 0.173
H 0.166 1.048 -1.038
C 0.171 -2.869 -0.060
N 1.318 -2.791 -0.547
H -0.627 -2.707 -0.822
H -0.289 -2.937 0.927
H 2.201 -2.987 -0.048


ii.
ORCA calculation (ωB97M-V/def2-TZVPD) on a cluster of 2 separate species, C3H5ClN2 in total.

Calculated values
- E_HOMO (alpha / beta): -0.363 / -0.363 Eh
- Orbital gap (alpha / beta): 9.3646 / 9.3637 eV
- Net charge: 0

Geometry (Å):
C -1.771 -1.066 -0.116
C 0.835 -0.157 -1.045
C -0.005 0.451 0.091
N -2.741 -1.663 0.043
N 0.541 0.545 1.336
Cl -0.899 1.905 -0.205
H 1.641 0.498 -1.056
H 1.300 -1.166 -0.924
H 0.222 -0.162 -1.945
H -0.056 1.016 2.028
H 0.932 -0.200 1.795


Most stable structure - ii; separation to the second - 0.310 eV.


i.
ORCA calculation (ωB97M-V/def2-TZVPD) on an isolated molecule of C4H5NOS2.

Calculated values
- E_HOMO: -0.346 Eh
- Orbital gap: 9.9266 eV
- Net charge: 0

Geometry (Å):
C -1.402 -0.376 -2.369
C -0.506 0.135 -1.755
C 0.595 0.611 -0.859
S 1.932 -0.621 -0.501
C 0.128 1.209 0.489
O 0.366 2.313 0.920
N -0.631 0.384 1.314
S -1.202 -1.223 1.237
H -2.202 -0.789 -2.887
H 1.118 1.457 -1.326
H 1.169 -1.670 -0.291
H -0.725 0.784 2.263
H -2.446 -0.939 0.866


ii.
ORCA calculation (ωB97M-V/def2-TZVPD) on an isolated molecule of C4H5NOS2.

Calculated values
- E_HOMO: -0.330 Eh
- Orbital gap: 8.2599 eV
- Net charge: 0

Geometry (Å):
O -1.804 0.991 0.154
C -1.055 0.267 -0.693
S -0.542 0.888 -2.110
C -0.752 -1.153 -0.260
N -0.589 -1.566 1.143
C 0.600 -1.537 0.287
C 1.656 -0.512 0.496
S 1.553 0.740 1.489
H -2.082 0.491 0.952
H -1.199 -1.911 -0.901
H -0.524 -0.762 1.854
H 1.004 -2.555 0.024
H 2.492 -0.672 -0.189


iii.
ORCA calculation (ωB97M-V/def2-TZVPD) on an isolated molecule of C4H5NOS2.

Calculated values
- E_HOMO: -0.297 Eh
- Orbital gap: 8.6186 eV
- Net charge: 0

Geometry (Å):
O -2.793 0.099 -0.199
C -1.432 0.000 -0.125
C -0.584 -1.119 -0.086
C 0.701 -0.708 -0.106
S 2.139 -1.616 -0.275
N 0.684 0.712 -0.235
S 2.135 1.646 -0.219
C -0.644 1.126 -0.232
H -3.201 -0.818 0.010
H -0.702 -2.188 -0.094
H 2.708 -1.512 0.935
H 1.851 2.211 1.130
H -0.861 2.168 -0.502


Most stable structure - iii; separation to the second - 0.464 eV.


i.
ORCA calculation (ωB97M-V/def2-TZVPD) on a cluster of 2 separate species, C8H10N2OS in total.

Calculated values
- E_HOMO (alpha / beta): -0.260 / -0.237 Eh
- Orbital gap (alpha / beta): 6.9469 / 6.5265 eV
- Net charge: 0

Geometry (Å):
C -3.136 0.277 0.438
C -1.999 0.584 -0.280
C -3.628 -1.004 0.238
C -1.657 -0.455 -1.116
C -0.601 -0.650 -1.941
C 2.611 0.646 1.310
C 1.494 1.266 0.579
C 1.340 -0.175 1.019
N 2.214 -1.004 -0.966
N 1.471 -1.233 0.096
O 0.336 -0.629 -2.668
S -2.620 -1.963 -0.769
H -3.474 1.078 0.986
H -1.478 1.451 -0.304
H -4.558 -1.436 0.464
H 3.514 0.313 0.869
H 2.824 0.977 2.373
H 0.713 2.021 1.023
H 1.442 1.564 -0.447
H 0.723 -0.350 1.960
H 1.786 -1.131 -1.888
H 2.685 -0.146 -0.974


ii.
ORCA calculation (ωB97M-V/def2-TZVPD) on an isolated molecule of C8H10N2OS.

Calculated values
- E_HOMO: -0.295 Eh
- Orbital gap: 8.7677 eV
- Net charge: 0

Geometry (Å):
C 0.593 2.402 -0.096
C 1.243 1.136 -0.337
C -0.805 2.505 -0.030
C 0.498 -0.005 -0.138
C -1.561 1.307 0.122
C -0.948 0.089 0.040
C 0.056 -2.196 0.498
C 2.332 -1.546 -0.054
N 0.927 -1.289 -0.207
N -2.911 1.320 0.421
O -1.983 -1.968 -1.321
S -1.656 -1.583 0.082
H 1.302 3.233 -0.218
H 2.312 1.065 -0.565
H -1.335 3.430 -0.187
H 0.324 -3.256 0.163
H 0.263 -2.184 1.522
H 2.861 -1.127 -0.914
H 2.797 -0.963 0.829
H 2.561 -2.695 0.261
H -3.567 1.905 -0.266
H -3.302 0.421 0.393


Most stable structure - ii; separation to the second - 4.561 eV.